Version P
{"formula": "C5H6N2O", "method": "the ωB97M-V functional and the def2-TZVPD basis", "elements": ["C", "C", "C", "C", "C", "H", "H", "H", "H", "H", "H", "N", "N", "O"], "xyz": [[-0.86, -0.94, -1.09], [0.77, 0.30, -0.06], [0.82, 1.17, 1.11], [-0.68, 0.82, 1.25], [-0.54, 0.19, -0.19], [-1.58, -2.42, -2.10], [2.04, -0.22, -1.58], [1.22, 0.79, 2.02], [0.98, 2.21, 0.87], [-0.76, -0.03, 2.08], [-1.61, 1.60, 1.36], [-1.88, -1.50, -1.59], [1.56, -0.60, -0.67], [0.52, -1.37, -1.44]], "mulliken_charge": [0.3926, 0.2593, -0.5303, -0.2697, -0.1292, 0.2904, 0.3325, 0.2975, 0.2580, 0.1969, 0.2520, -0.6606, -0.3394, -0.3500], "multiplicity": 1, "homo_lumo_gap_ev": 9.7116}



Version Q
{"formula": "C5H6N2O", "method": "the ωB97M-V functional and the def2-TZVPD basis", "elements": ["C", "C", "C", "C", "C", "H", "H", "H", "H", "H", "H", "N", "N", "O"], "xyz": [[-0.95, -0.06, -0.62], [-0.72, 0.78, 0.33], [0.66, 0.89, 0.76], [1.32, -0.33, -0.12], [0.19, -1.07, -0.68], [-2.65, 0.47, -1.99], [-1.49, -0.81, -2.54], [-1.57, 1.39, 0.92], [2.48, -0.19, -0.30], [-0.04, -0.97, 1.29], [0.22, -1.66, -1.52], [-2.09, -0.38, -1.38], [0.59, -1.56, 0.65], [1.32, 1.75, 1.41]], "mulliken_charge": [0.8184, -1.0351, 0.4445, -0.2909, -0.1290, 0.3465, 0.3298, 0.1928, 0.3412, 0.3852, 0.4681, -0.6625, -0.6102, -0.5989], "multiplicity": 1, "homo_lumo_gap_ev": 9.1195}



Version R
{"formula": "C5H6N2O", "method": "the ωB97M-V functional and the def2-TZVPD basis", "elements": ["N", "C", "C", "N", "C", "C", "C", "O", "H", "H", "H", "H", "H", "H"], "xyz": [[-2.82, 0.86, 0.82], [-1.88, 0.36, 0.40], [-0.73, -0.14, -0.09], [-0.57, -1.47, 0.30], [-0.13, 0.33, -1.35], [0.48, 0.81, -0.05], [1.65, 0.21, 0.49], [2.08, -0.89, 0.19], [0.35, -1.78, 0.24], [-0.70, -1.53, 1.30], [-0.65, 0.94, -1.96], [0.46, -0.35, -1.87], [0.30, 1.90, 0.29], [2.16, 0.76, 1.29]], "mulliken_charge": [-0.4567, 0.1304, 0.9798, -0.7743, -1.0583, -0.1219, -0.1250, -0.5534, 0.3124, 0.3026, 0.3563, 0.2948, 0.3343, 0.3789], "multiplicity": 1, "homo_lumo_gap_ev": 10.1444}



Computed relative energies in units of eV: version P 2.855; version Q 3.182; version R 0.000



Version P
{"formula": "C17H18N2O4", "method": "the ωB97M-V functional and the def2-TZVPD basis", "elements": ["C", "H", "H", "H", "C", "C", "H", "H", "H", "C", "O", "C", "C", "C", "C", "C", "C", "H", "H", "C", "O", "N", "C", "C", "C", "C", "C", "C", "H", "H", "N", "O", "O", "H", "H", "H", "H", "H", "H", "H", "H"], "xyz": [[6.76, 0.95, -0.85], [7.36, 0.70, -0.13], [7.08, 0.76, -1.94], [6.53, 2.10, -0.81], [5.45, 0.43, -0.79], [4.98, 0.44, 0.69], [4.83, 1.47, 0.98], [3.97, -0.11, 0.61], [5.64, 0.09, 1.27], [4.48, 0.65, -1.86], [3.47, -0.44, -2.09], [2.30, -0.03, -1.54], [1.84, 1.35, -0.66], [0.61, 1.16, -0.15], [-0.36, 0.34, -0.36], [0.12, -0.94, -0.87], [1.26, -0.93, -1.37], [1.61, -1.91, -1.97], [-0.79, -1.79, -1.20], [-1.60, 0.42, 0.42], [-1.86, 1.61, 0.88], [-2.44, -0.64, 0.26], [-3.88, -0.66, 0.66], [-4.39, 0.38, 1.50], [-5.86, 0.39, 1.54], [-6.61, -0.78, 1.54], [-5.94, -1.65, 0.93], [-4.69, -1.80, 0.29], [-4.07, -2.52, -0.06], [-6.54, -2.69, 0.70], [-7.91, -0.94, 1.88], [-8.35, 0.15, 2.51], [-8.51, -1.94, 1.71], [-6.25, 1.31, 2.43], [-3.88, 1.45, 1.65], [-2.34, -1.50, -0.36], [0.28, 2.24, 0.27], [2.65, 1.78, -0.34], [4.22, 1.61, -1.77], [5.15, 0.38, -2.88], [5.69, -0.89, -0.73]], "mulliken_charge": [-1.4783, 0.5124, 0.2903, 0.2973, 1.1305, -1.8041, 0.3837, 0.3159, 0.6739, -0.9145, -0.3443, 0.3200, -0.9378, -0.0726, 0.7324, -0.2375, -0.3248, 0.1324, -0.1182, 0.4933, -0.6946, -0.0059, 0.5819, -0.2178, -0.2380, -0.1093, 0.2256, -1.3032, 0.5136, 0.1789, 0.8950, -0.5830, -0.5551, 0.2227, 0.3030, 0.1065, 0.1436, 0.6163, 0.4916, 0.2232, 0.1552], "multiplicity": 1, "homo_lumo_gap_ev": 7.6045}



Version Q
{"formula": "C17H18N2O4", "method": "the ωB97M-V functional and the def2-TZVPD basis", "elements": ["C", "C", "O", "C", "O", "C", "N", "N", "C", "C", "C", "C", "C", "C", "C", "O", "C", "C", "C", "C", "C", "C", "O", "H", "H", "H", "H", "H", "H", "H", "H", "H", "H", "H", "H", "H", "H", "H", "H", "H", "H"], "xyz": [[0.38, 1.63, -2.81], [1.88, 1.88, -2.89], [2.59, 1.02, -2.01], [2.86, -0.21, -2.44], [2.62, -0.62, -3.54], [3.52, -1.04, -1.34], [3.19, -0.55, -0.02], [1.90, -0.51, 0.25], [1.48, -0.03, 1.39], [0.06, 0.03, 1.64], [-0.86, -0.32, 0.72], [-2.30, -0.27, 0.87], [-3.10, -0.61, -0.22], [-4.48, -0.59, -0.15], [-5.10, -0.22, 1.04], [-6.45, -0.16, 1.23], [-7.30, -0.50, 0.16], [-4.31, 0.12, 2.14], [-2.94, 0.09, 2.06], [2.42, 0.45, 2.35], [3.74, 0.41, 2.07], [4.22, -0.10, 0.80], [5.38, -0.17, 0.44], [0.16, 0.63, -3.17], [-0.15, 2.35, -3.42], [0.04, 1.71, -1.77], [2.24, 1.72, -3.91], [2.13, 2.90, -2.57], [3.20, -2.08, -1.47], [4.61, -0.98, -1.44], [-0.22, 0.40, 2.61], [-0.50, -0.67, -0.23], [-2.63, -0.90, -1.15], [-5.05, -0.85, -1.02], [-7.15, -1.53, -0.16], [-7.16, 0.17, -0.70], [-8.31, -0.38, 0.54], [-4.81, 0.40, 3.05], [-2.36, 0.36, 2.93], [2.06, 0.85, 3.29], [4.50, 0.76, 2.76]], "mulliken_charge": [-1.0491, -0.3322, -0.3040, 0.6027, -0.6134, -0.6838, 0.4303, -0.6644, 0.6830, -0.5780, -0.1033, 0.5588, -0.8945, -0.4109, 0.8693, -0.4513, -0.8373, -0.5975, -0.6216, -0.6368, -0.5781, 0.7551, -0.7022, 0.2949, 0.4446, 0.2243, 0.3416, 0.3212, 0.2746, 0.3967, 0.2482, 0.4340, 0.3449, 0.3808, 0.3368, 0.3360, 0.2371, 0.4133, 0.3166, 0.3867, 0.4269], "multiplicity": 1, "homo_lumo_gap_ev": 7.5349}



Computed relative energies in units of eV: version P 15.110; version Q 0.000



Version P
{"formula": "C4H8O2P", "method": "the ωB97M-V functional and the def2-TZVPD basis", "elements": ["C", "C", "C", "C", "O", "O", "P", "H", "H", "H", "H", "H", "H", "H", "H"], "xyz": [[-1.30, -0.98, -0.88], [-0.82, -0.86, 1.18], [-0.45, 0.52, 1.18], [0.67, 0.86, 0.13], [1.47, -1.59, -0.93], [0.85, 0.17, -2.62], [0.42, -0.52, -1.16], [-1.75, 0.07, -0.81], [-1.79, -1.02, 1.75], [-0.08, -1.65, 1.41], [-1.27, 1.13, 0.82], [-0.12, 0.99, 2.22], [0.56, 1.81, -0.30], [1.77, 0.80, 0.55], [1.84, 0.27, -2.55]], "mulliken_charge": [-0.6887, -0.9563, -0.3467, -0.7090, -0.7896, -0.5694, 0.8900, 0.1320, 0.2501, 0.2955, 0.2565, 0.2938, 0.3309, 0.2961, 0.3150], "total_charge": -1, "multiplicity": 1, "homo_lumo_gap_ev": 7.1999}



Version Q
{"formula": "C4H8O2P", "method": "the ωB97M-V functional and the def2-TZVPD basis", "elements": ["C", "C", "C", "C", "O", "O", "P", "H", "H", "H", "H", "H", "H", "H", "H"], "xyz": [[-0.84, -1.42, -1.39], [0.16, -0.77, -0.92], [1.46, -0.70, -1.58], [-0.55, 0.53, 2.32], [0.68, 2.59, 1.02], [-1.72, 2.19, 0.42], [-0.43, 1.64, 0.84], [-1.83, -0.98, -1.11], [-0.76, -2.24, -2.11], [1.30, 0.04, -2.36], [2.29, -0.35, -1.06], [1.53, -1.69, -2.13], [-1.37, -0.11, 2.60], [0.44, 0.02, 2.26], [-0.37, 1.26, 3.20]], "mulliken_charge": [-0.7970, 0.0638, -1.0969, -0.8326, -0.6539, -0.6657, 0.7788, 0.1937, 0.3409, 0.2032, 0.2962, 0.3266, 0.3253, 0.2320, 0.2856], "total_charge": -1, "multiplicity": 1, "homo_lumo_gap_ev": [6.9675, 6.9746]}



Computed relative energies in units of eV: version P 0.151; version Q 0.000



Version P
{"formula": "C4H8O2P", "method": "the ωB97M-V functional and the def2-TZVPD basis", "elements": ["C", "C", "C", "C", "O", "O", "P", "H", "H", "H", "H", "H", "H", "H", "H"], "xyz": [[1.52, 0.32, -0.22], [-1.33, -0.43, 0.20], [-2.11, -1.20, -0.74], [-1.77, 0.54, 1.09], [2.67, -0.61, -0.46], [4.13, 1.50, -0.55], [3.05, 0.93, 0.29], [1.37, 0.79, -1.21], [-1.45, -1.36, -1.65], [-2.60, -2.19, -0.31], [-3.03, -0.57, -1.19], [-0.98, 1.11, 1.54], [-2.62, 1.22, 1.35], [-0.14, -0.65, 0.18], [3.29, 0.59, 1.68]], "mulliken_charge": [-0.3409, 0.1752, -0.7632, -0.8371, -0.4653, -0.7118, 0.3465, 0.0682, 0.2477, 0.1921, 0.1969, 0.2781, 0.2340, 0.3185, 0.0612], "total_charge": -1, "multiplicity": 1, "homo_lumo_gap_ev": 6.3462}



Version Q
{"formula": "C4H8O2P", "method": "the ωB97M-V functional and the def2-TZVPD basis", "elements": ["C", "C", "C", "C", "O", "O", "P", "H", "H", "H", "H", "H", "H", "H", "H"], "xyz": [[3.41, -0.38, 0.54], [-1.29, -1.04, 0.22], [2.12, 1.64, -1.33], [-0.03, -1.41, -0.02], [4.54, -0.01, 0.66], [2.68, -0.84, 1.40], [2.91, 0.01, -1.32], [1.69, -0.60, -1.79], [-1.97, -1.24, -0.64], [-1.62, -0.55, 1.15], [2.29, 2.01, -0.21], [0.98, 1.56, -1.34], [2.45, 2.54, -1.90], [0.18, -1.94, -0.89], [0.81, -1.23, 0.60]], "mulliken_charge": [0.4278, -0.4705, -0.8040, -0.4224, -0.6236, -0.7157, 0.0348, -0.1100, 0.1930, 0.2690, 0.1945, 0.2466, 0.3303, 0.2504, 0.1997], "total_charge": -1, "multiplicity": 1, "homo_lumo_gap_ev": 7.4857}



Computed relative energies in units of eV: version P 2.965; version Q 0.000



Version P
{"formula": "C4H10O2", "method": "the ωB97M-V functional and the def2-TZVPD basis", "elements": ["C", "C", "C", "O", "C", "H", "H", "H", "H", "H", "H", "H", "H", "H", "H", "O"], "xyz": [[1.23, -1.21, 0.95], [0.10, -1.31, -0.13], [-0.93, -0.46, -0.01], [-0.76, 0.67, 0.91], [-2.39, -0.59, -0.22], [1.33, -2.00, 1.72], [2.21, -0.97, 0.58], [0.91, -0.35, 1.64], [0.30, -2.08, -0.91], [0.00, 1.07, 0.69], [-2.90, 0.33, -0.38], [-2.63, -1.26, -1.03], [-2.80, -0.84, 0.73], [2.34, 2.27, -1.61], [1.78, 3.52, -1.09], [2.21, 3.21, -1.84]], "mulliken_charge": [-0.9947, -0.1056, 0.8145, -0.4215, -1.0962, 0.3448, 0.3770, 0.2800, 0.3726, 0.3392, 0.3839, 0.3633, 0.3386, 0.2901, 0.3025, -0.5886], "total_charge": 1, "multiplicity": 2, "s2": 0.75, "homo_lumo_gap_ev": [9.6062, 5.7596]}



Version Q
{"formula": "C4H10O2", "method": "the ωB97M-V functional and the def2-TZVPD basis", "elements": ["C", "O", "C", "H", "H", "H", "H", "H", "H", "C", "C", "O", "H", "H", "H", "H"], "xyz": [[1.46, 0.02, 0.79], [0.81, -0.66, 1.82], [2.78, -0.52, 0.26], [1.60, 1.01, 1.22], [0.82, 0.27, -0.08], [0.62, -1.58, 1.61], [2.62, -1.35, -0.39], [3.34, -0.80, 1.16], [3.28, 0.24, -0.32], [-2.21, 1.13, -2.02], [-2.00, 0.70, -0.71], [-1.49, -0.37, -0.25], [-2.54, 2.15, -2.20], [-2.24, 0.44, -2.86], [-2.38, 1.37, 0.06], [-0.79, -0.65, -0.88]], "mulliken_charge": [0.0496, -0.4864, -1.0954, 0.3209, -0.0775, 0.3224, 0.3477, 0.2949, 0.3454, -0.4735, 0.3079, -0.2639, 0.2998, 0.3230, 0.3963, 0.3889], "total_charge": 1, "multiplicity": 2, "s2": 0.76, "homo_lumo_gap_ev": [8.6002, 4.9757]}



Computed relative energies in units of eV: version P 0.118; version Q 0.000



Version P
{"formula": "C2H5OPS", "method": "the ωB97M-V functional and the def2-TZVPD basis", "elements": ["C", "P", "C", "O", "H", "H", "H", "S", "H", "H"], "xyz": [[-2.96, 0.13, 1.83], [-2.45, -0.17, 0.25], [-1.64, 1.45, 0.07], [-0.72, 1.55, -0.67], [-3.40, -0.75, 2.41], [-2.68, 1.12, 2.31], [-1.73, 2.18, 0.92], [3.04, 0.15, 0.53], [4.23, 0.46, -0.19], [3.73, -0.19, 1.65]], "mulliken_charge": [-0.3684, 0.0483, 0.0775, -0.3798, 0.2461, 0.1488, 0.2280, -0.3115, 0.1583, 0.1528], "multiplicity": 1, "homo_lumo_gap_ev": 9.0744}



Version Q
{"formula": "C2H5OPS", "method": "the ωB97M-V functional and the def2-TZVPD basis", "elements": ["O", "C", "P", "C", "S", "H", "H", "H", "H", "H"], "xyz": [[0.33, -0.69, 2.46], [0.02, -0.36, 1.19], [1.17, -0.49, -0.03], [0.13, 0.04, -1.45], [-1.44, 0.98, -1.50], [1.11, -0.36, 2.88], [-0.99, -0.21, 0.98], [0.70, 0.55, -2.25], [-0.12, -0.93, -1.88], [-0.90, 1.47, -0.40]], "mulliken_charge": [-0.4922, -0.0311, -0.0936, -0.6589, -0.1918, 0.3387, 0.3286, 0.3721, 0.3086, 0.1196], "multiplicity": 1, "homo_lumo_gap_ev": 9.0702}



Computed relative energies in units of eV: version P 0.296; version Q 0.000